# 1
Here is one molecule with the formula C4H6N2O from the Open Molecules 2025 dataset. Energies are from ωB97M-V/def2-TZVPD.

Properties
Energy above the lowest of the compared OMol25 structures with the same formula, charge and spin: 1.528 eV
SMILES: NC1=C[C@@H](O)N=C1
Frontier orbital gap: 9.30 eV
Energy: -9271.974 eV
Lowest unoccupied orbital energy: 0.65 eV
Highest occupied orbital energy: -8.65 eV
Maximum force: 0.3 eV Å⁻¹

Structure (ORCA input):
```
! RIJCOSX wB97M-V def2-TZVPD def2/J DEFGRID3
* xyz 0 1
O 2.51 0.06 0.80
N 0.76 -1.51 0.19
N -2.10 0.60 -0.44
C 0.37 0.81 -0.19
C 1.45 -0.23 -0.07
C -0.80 0.16 -0.22
C -0.48 -1.27 0.01
H 1.92 -0.40 -1.05
H 2.14 0.41 1.61
H 0.56 1.87 -0.33
H -2.27 1.57 -0.25
H -2.82 0.00 -0.09
H -1.23 -2.06 0.02
*
```

Here are the natural (NBO) charges for atoms 1 to 2, given in e:
1. O -0.6868
2. N -0.3692

# 2
Here is C14H13NSSn as an isolated structure in a non-equilibrium geometry from the Open Molecules 2025 dataset. Energies are from ωB97M-V/def2-TZVPD.

Properties
Energy above the lowest of the compared OMol25 structures with the same formula, charge and spin: 0.289 eV
Frontier orbital gap: 3.90 eV
Energy: -32865.738 eV
Lowest unoccupied orbital energy: -11.45 eV
Highest occupied orbital energy: -15.35 eV
Maximum force: 4.1 eV Å⁻¹

Structure (ORCA input):
```
! RIJCOSX wB97M-V def2-TZVPD def2/J DEFGRID3
* xyz 2 1
Sn -1.12 1.01 0.22
S 1.22 1.04 4.19
N -0.05 0.26 2.06
C -1.35 -2.68 3.92
C -0.66 -0.44 -1.61
C 0.06 -1.29 5.35
C 0.51 2.45 0.40
C 0.74 1.24 2.52
C 1.74 4.49 -0.01
C -1.13 -1.84 2.83
C -0.30 -0.74 3.01
C 2.21 4.48 1.30
C 1.06 2.38 1.70
C 0.87 3.47 -0.46
C 0.30 -0.47 4.25
C -0.75 -2.42 5.17
C 1.89 3.43 2.16
H 0.48 3.51 -1.49
H -1.67 -1.74 -4.28
H -0.99 -1.87 -3.94
H -1.49 -1.15 -1.60
H -1.59 -2.02 1.86
H 0.30 -0.92 -1.44
H -0.67 0.21 -2.49
H 2.24 3.41 3.20
H -0.92 -3.09 6.00
H 2.84 5.30 1.67
H 0.51 -1.03 6.30
H 2.03 5.29 -0.70
H -1.99 -3.56 3.82
*
```

Here are the natural (NBO) charges for atoms 1 to 2, given in e:
1. Sn 1.7945
2. S 0.5907

# 3
Here is an isolated ion of composition C12H14BrI2NO4P and charge +1 in a non-equilibrium geometry from the Open Molecules 2025 dataset. Energies are from ωB97M-V/def2-TZVPD.

Properties
SMILES: C/C(I)=C(\I)c1[nH+]cc(P(O)O)c(C(=O)O)c1C[C@H](C)Br
Frontier orbital gap: 7.21 eV
Energy: -117876.360 eV
Lowest unoccupied orbital energy: -5.10 eV
Highest occupied orbital energy: -12.31 eV
Maximum force: 3.4 eV Å⁻¹

Structure (ORCA input):
```
! RIJCOSX wB97M-V def2-TZVPD def2/J DEFGRID3
* xyz 1 1
I -3.03 -1.11 1.78
I -1.61 -1.89 -3.10
Br -3.38 1.78 -0.50
P 4.25 -0.80 0.70
O 2.53 1.97 -2.12
O 4.47 -2.08 1.78
O 4.45 0.57 1.69
O 2.91 2.28 0.05
N 0.29 -2.05 0.60
C -0.55 1.29 -1.22
C -0.46 -1.07 -0.03
C -1.45 2.19 -0.27
C 1.64 -1.97 0.79
C -2.64 -1.71 -1.22
C -1.96 -1.34 -0.10
C 0.22 0.13 -0.51
C 1.69 0.30 -0.34
C 2.43 1.58 -0.80
C -1.02 2.20 1.24
C 2.40 -0.81 0.34
C -4.19 -1.99 -1.09
H -4.60 -2.31 -2.08
H -0.10 2.82 1.43
H -1.23 0.87 -2.01
H 0.14 1.98 -1.77
H -0.17 -2.89 0.95
H 3.89 -1.97 2.56
H 2.17 -2.80 1.30
H 3.63 0.59 2.23
H 2.34 2.93 -2.10
H -1.34 3.25 -0.63
H -1.84 2.71 1.80
H -0.92 1.18 1.70
H -4.67 -1.04 -0.75
H -4.31 -2.79 -0.31
*
```

Here are the natural (NBO) charges for atoms 1 to 2, given in e:
1. I 0.2256
2. I 0.2327

# 4
Here is a 2-piece molecular cluster, C3H6NO3 overall in a non-equilibrium geometry from the Open Molecules 2025 dataset. Energies are from ωB97M-V/def2-TZVPD.

Properties
Energy above the lowest of the compared OMol25 structures with the same formula, charge and spin: 0.868 eV
Frontier orbital gap: 8.65 eV
Energy: -10842.708 eV
Lowest unoccupied orbital energy: 4.31 eV
Highest occupied orbital energy: -4.34 eV
Maximum force: 1.5 eV Å⁻¹

Structure (ORCA input):
```
! RIJCOSX wB97M-V def2-TZVPD def2/J DEFGRID3
* xyz -1 1
O 0.72 0.79 -0.26
O 0.12 -1.64 -2.23
O -0.33 0.91 1.76
N 1.94 1.09 1.62
C -1.69 -0.66 -1.01
C -0.35 -1.31 -1.15
C 0.69 0.94 1.01
H 0.20 -1.60 -0.24
H 2.68 1.32 0.96
H -1.54 0.23 -0.41
H -2.38 -1.35 -0.54
H 1.95 1.58 2.49
H -2.02 -0.33 -2.01
*
```

Here are the natural (NBO) charges for atoms 1 to 2, given in e:
1. O -0.8283
2. O -0.6120

> frontier orbital gap of number 3 (C12H14BrI2NO4P)?

7.21 eV